{"formula": "C26H25N2S", "method": "the ωB97M-V functional and the def2-TZVPD basis", "symbols": ["C", "C", "C", "C", "C", "C", "C", "C", "C", "C", "C", "C", "C", "C", "C", "C", "C", "H", "H", "H", "H", "H", "H", "H", "H", "H", "H", "H", "H", "H", "H", "H", "H", "H", "C", "C", "C", "C", "C", "C", "S", "C", "N", "C", "C", "N", "H", "H", "H", "H", "H", "H", "H", "H"], "coordinates": [[-4.217, 3.735, -4.268], [-3.441, 2.833, -3.335], [-4.060, 2.230, -2.234], [-3.372, 1.341, -1.416], [-2.015, 1.030, -1.659], [-1.346, -0.045, -0.898], [-0.110, -0.575, -1.338], [0.593, -1.675, -0.826], [1.878, -2.118, -1.325], [2.529, -3.201, -0.672], [3.742, -3.693, -1.117], [4.392, -3.131, -2.221], [5.723, -3.670, -2.670], [3.779, -2.048, -2.869], [2.564, -1.536, -2.434], [-1.374, 1.690, -2.738], [-2.110, 2.498, -3.604], [-3.604, 4.036, -5.118], [-5.111, 3.248, -4.667], [-4.567, 4.625, -3.738], [-5.101, 2.466, -2.036], [-3.919, 0.824, -0.630], [-2.004, -0.683, -0.226], [0.282, -0.152, -2.278], [0.145, -2.263, 0.011], [2.003, -3.683, 0.152], [4.198, -4.542, -0.616], [6.110, -3.123, -3.534], [6.470, -3.581, -1.872], [5.686, -4.736, -2.930], [4.269, -1.607, -3.738], [2.097, -0.722, -3.003], [-0.321, 1.507, -2.967], [-1.626, 2.888, -4.500], [0.476, 0.058, 6.463], [-0.368, 0.664, 5.535], [-0.059, 0.459, 4.193], [0.994, -0.335, 3.739], [1.808, -0.924, 4.699], [1.549, -0.730, 6.057], [0.961, -0.413, 1.975], [-0.485, 0.531, 1.869], [-1.294, 0.912, 0.926], [-2.336, 1.794, 1.565], [-2.060, 1.767, 3.105], [-0.796, 0.986, 3.136], [0.274, 0.217, 7.511], [-1.249, 1.278, 5.775], [2.620, -1.518, 4.325], [2.194, -1.212, 6.781], [-2.202, 2.826, 1.142], [-3.362, 1.434, 1.289], [-1.943, 2.779, 3.552], [-2.885, 1.262, 3.675]], "forces_ev_per_angstrom": [[0.1, -0.1, 0.1], [0.0, -0.4, -0.3], [0.3, 0.1, 0.2], [0.2, -0.2, -0.5], [-0.1, 0.1, -0.6], [-1.8, -0.3, 1.6], [1.6, -1.4, -0.3], [-1.6, 1.2, -0.3], [1.1, -0.4, -0.3], [-0.7, 0.4, -0.4], [0.0, 0.0, 0.0], [-0.1, 0.1, 0.2], [0.3, 0.0, -0.1], [-0.1, 0.1, 0.1], [-0.6, -0.3, 0.2], [-0.5, -0.5, 0.0], [0.3, 0.2, 0.4], [0.0, 0.1, 0.1], [0.1, -0.1, 0.1], [0.1, 0.0, -0.1], [0.1, -0.1, 0.1], [0.2, 0.1, -0.1], [0.8, 0.6, -1.5], [0.0, 0.0, 0.9], [0.5, 0.6, -0.7], [0.2, 0.1, 0.0], [-0.1, 0.1, 0.0], [-0.1, -0.1, 0.1], [-0.2, 0.0, -0.1], [-0.2, 0.2, 0.1], [-0.1, -0.1, 0.2], [0.3, -0.3, 0.3], [-0.5, 0.1, 0.1], [-0.1, 0.0, 0.3], [-0.4, 0.2, -0.1], [0.3, -0.1, -0.5], [-0.8, 0.4, -0.2], [-0.7, 0.5, 1.0], [-0.1, 0.0, -0.7], [0.1, 0.0, -0.5], [0.7, -0.5, -0.4], [-0.7, 1.0, 1.5], [0.9, 0.0, 0.7], [-0.1, 0.4, -0.8], [-0.2, -0.4, 0.2], [-0.8, 0.2, -0.6], [0.1, -0.1, 0.1], [0.6, -0.4, 0.2], [0.4, -0.3, 0.3], [-0.1, 0.1, 0.0], [-0.2, -0.9, 0.4], [1.0, 0.4, 0.4], [0.1, -0.7, -0.4], [0.8, 0.2, -0.5]], "total_energy_ha": -1513.193475, "e_above_lowest_kj_mol": 69.9, "lumo_ha": -0.1516, "multiplicity": 1, "charge": 1, "homo_lumo_gap_ev": 6.7563}

{"formula": "C4H3O3", "method": "the ωB97M-V functional and the def2-TZVPD basis", "symbols": ["C", "C", "C", "C", "O", "O", "O", "H", "H", "H"], "coordinates": [[-0.909, 0.218, -0.317], [-2.101, -0.399, -0.071], [0.271, 0.823, -0.034], [1.487, -0.062, 0.152], [0.399, 2.207, 0.055], [-3.297, -0.322, 0.086], [-1.194, -1.376, -0.346], [1.256, -1.007, -0.536], [1.661, -0.449, 1.195], [2.428, 0.367, -0.184]], "forces_ev_per_angstrom": [[0.7, -0.1, 0.0], [-1.1, 0.2, -0.9], [1.0, 5.5, 0.9], [-0.5, -2.6, -1.2], [-0.5, -5.4, -0.2], [0.7, -0.5, 0.3], [-0.5, 0.4, 0.6], [0.8, 1.7, 1.6], [-0.6, 0.5, -0.9], [-0.2, 0.4, -0.1]], "total_energy_ha": -379.896992, "e_above_lowest_kj_mol": 155.4, "smiles": "CC(=O)C1=C([O-])O1", "lumo_ha": 0.1518, "multiplicity": 1, "charge": -1, "homo_lumo_gap_ev": 7.6764}

{"formula": "C22H57N3NaO6S6", "method": "the ωB97M-V functional and the def2-TZVPD basis", "symbols": ["Na", "C", "C", "N", "C", "C", "C", "C", "H", "H", "H", "H", "H", "H", "H", "H", "H", "H", "H", "H", "H", "H", "H", "C", "C", "N", "H", "H", "H", "C", "C", "N", "H", "H", "H", "C", "S", "O", "C", "H", "H", "H", "H", "H", "H", "C", "S", "O", "C", "H", "H", "H", "H", "H", "H", "C", "S", "O", "C", "H", "H", "H", "H", "H", "H", "C", "S", "O", "C", "H", "H", "H", "H", "H", "H", "C", "S", "O", "C", "H", "H", "H", "H", "H", "H", "C", "S", "O", "C", "H", "H", "H", "H", "H", "H"], "coordinates": [[2.396, -5.027, 6.956], [5.190, -9.370, 11.788], [6.003, -9.805, 10.498], [7.043, -8.801, 10.172], [8.286, -8.935, 10.979], [9.385, -7.896, 10.789], [7.343, -8.824, 8.684], [6.129, -8.345, 7.844], [4.403, -10.121, 11.854], [4.713, -8.398, 11.657], [5.780, -9.415, 12.704], [6.329, -10.827, 10.690], [5.286, -9.872, 9.679], [7.895, -8.944, 11.996], [8.773, -9.905, 10.875], [10.170, -8.081, 11.522], [9.870, -7.899, 9.813], [8.987, -6.887, 10.899], [7.623, -9.851, 8.452], [8.250, -8.239, 8.531], [5.359, -9.116, 7.813], [6.406, -8.284, 6.792], [5.712, -7.431, 8.267], [1.771, -9.713, 8.263], [2.171, -10.650, 9.294], [2.488, -11.370, 10.100], [2.248, -10.025, 7.334], [2.101, -8.683, 8.397], [0.692, -9.695, 8.107], [0.931, -5.036, 1.996], [0.144, -3.807, 1.807], [-0.433, -2.805, 1.668], [0.247, -5.884, 2.032], [1.446, -4.956, 2.954], [1.599, -5.296, 1.175], [4.032, -3.504, 9.909], [4.189, -5.370, 10.140], [3.789, -6.106, 8.826], [6.056, -5.342, 10.226], [4.328, -3.097, 10.876], [2.983, -3.274, 9.723], [4.569, -3.061, 9.071], [6.428, -5.048, 9.244], [6.426, -6.322, 10.528], [6.270, -4.651, 11.041], [0.161, -6.163, 10.189], [0.461, -4.385, 10.260], [0.950, -3.897, 8.901], [-1.373, -3.948, 10.448], [-0.686, -6.513, 9.599], [-0.115, -6.511, 11.185], [1.007, -6.719, 9.786], [-1.666, -4.380, 11.405], [-1.949, -4.332, 9.606], [-1.634, -2.890, 10.473], [-0.360, -7.706, 4.813], [-0.269, -7.567, 6.649], [1.130, -6.934, 6.871], [-1.501, -6.222, 6.792], [0.234, -6.971, 4.270], [-1.363, -7.809, 4.401], [0.148, -8.638, 4.563], [-1.513, -5.476, 5.998], [-1.373, -5.666, 7.721], [-2.485, -6.689, 6.749], [3.632, -8.719, 4.673], [3.387, -7.112, 3.836], [3.180, -6.049, 4.936], [5.085, -7.037, 3.210], [4.304, -8.612, 5.525], [4.142, -9.458, 4.055], [2.673, -9.120, 5.000], [5.353, -7.964, 2.705], [5.820, -6.929, 4.008], [5.237, -6.313, 2.409], [3.752, -2.952, 3.956], [4.761, -2.710, 5.502], [3.848, -3.150, 6.633], [6.000, -4.069, 5.547], [4.267, -2.639, 3.047], [2.808, -2.414, 4.035], [3.490, -3.987, 3.739], [5.440, -4.984, 5.739], [6.676, -3.986, 6.398], [6.464, -4.220, 4.573], [0.905, -1.814, 6.512], [0.122, -2.853, 5.224], [0.484, -4.312, 5.454], [-1.704, -2.796, 5.676], [0.489, -1.921, 7.514], [0.729, -0.772, 6.241], [1.991, -1.814, 6.598], [-1.850, -2.857, 6.754], [-2.218, -3.663, 5.261], [-2.172, -1.863, 5.362]], "forces_ev_per_angstrom": [[-0.1, -0.1, 0.1], [0.3, -1.0, -1.4], [-0.5, 1.5, 1.6], [0.6, -0.1, -1.6], [-0.9, -0.4, 0.0], [-0.5, 0.4, -0.1], [-0.6, -0.2, 1.4], [0.8, -0.8, 0.3], [-0.2, 0.1, 0.3], [0.2, 0.1, 0.0], [0.0, 0.2, -0.1], [0.7, -0.1, -0.2], [0.1, 0.2, 0.1], [0.4, 0.3, 0.3], [-0.1, -0.5, -0.4], [-0.1, 0.1, 0.1], [-0.1, -0.4, -0.1], [0.1, 0.1, 0.3], [0.0, -0.3, -0.5], [-0.3, 0.3, -0.2], [-0.2, 0.0, 0.4], [0.3, 0.6, 0.0], [0.0, 0.0, -0.4], [0.1, 0.2, -0.7], [-0.9, 2.1, -1.7], [0.9, -1.9, 2.1], [-0.1, -0.1, -0.1], [0.1, -0.1, 0.5], [0.1, -0.2, 0.2], [-0.6, -0.1, 0.1], [-0.4, 1.4, -0.6], [0.9, -1.8, 0.3], [-0.1, 0.0, 0.3], [0.1, -0.1, 0.0], [0.1, 0.6, 0.0], [-0.4, -0.9, 0.1], [0.6, 0.4, -2.0], [0.4, 1.4, 1.7], [-1.2, -0.2, 0.3], [0.1, 0.1, -0.1], [0.0, -0.2, 0.2], [0.4, -0.5, 0.1], [0.0, 0.1, 0.2], [-0.2, -0.2, -0.3], [0.2, 0.2, -0.3], [-0.5, -0.8, -0.1], [-1.0, 0.6, -1.0], [-0.7, -0.6, 1.0], [0.6, -0.1, -0.2], [-0.2, 0.7, -0.4], [0.5, 0.2, 0.3], [0.4, 0.4, 0.3], [-0.1, -0.2, -0.1], [0.2, -0.5, 0.1], [0.8, 0.2, 0.1], [0.4, -1.0, -0.1], [1.8, 2.6, -1.3], [-2.2, -1.4, 0.1], [-0.5, 0.1, -0.2], [-0.3, 0.7, 0.7], [-0.1, 0.3, 0.3], [0.0, -0.3, 0.2], [0.8, -0.4, -0.1], [0.1, -0.4, 0.1], [-0.1, -0.2, 0.3], [0.2, -0.1, 0.3], [0.1, 0.5, 1.5], [0.8, -1.5, -1.8], [0.6, -0.2, -0.4], [-0.2, 0.5, 0.2], [-0.3, 0.2, -0.5], [0.0, 0.2, 0.0], [-0.5, -0.3, 0.1], [-0.2, 0.3, 0.2], [-0.3, 0.5, 0.4], [0.6, -0.8, -0.4], [-0.5, -0.8, 0.4], [0.1, 0.4, -0.4], [-0.9, -0.6, -0.8], [0.3, 0.5, 0.3], [0.3, 0.3, 0.4], [0.1, -0.2, 0.7], [-0.4, 0.1, 0.0], [0.1, 0.7, -0.3], [0.5, 0.4, 0.2], [-0.8, 1.0, 0.5], [-0.4, -0.6, 0.3], [0.2, 0.8, 0.1], [0.7, 0.5, 0.7], [-0.1, -0.5, -0.1], [-0.5, 0.1, -0.4], [0.0, -1.0, -0.5], [0.4, 0.0, 0.2], [0.4, 0.2, -0.5], [0.2, -0.1, -0.3]], "total_energy_ha": -4039.209450, "lumo_ha": -0.0704, "multiplicity": 1, "charge": 1, "homo_lumo_gap_ev": 8.2134}

{"formula": "C8H8N4O2", "method": "the ωB97M-V functional and the def2-TZVPD basis", "symbols": ["C", "C", "C", "C", "C", "C", "C", "C", "N", "N", "N", "N", "O", "O", "H", "H", "H", "H", "H", "H", "H", "H"], "coordinates": [[3.133, 0.621, -0.460], [2.238, -0.433, -0.556], [1.413, 1.147, 0.670], [-2.074, 0.674, 1.202], [-2.348, 1.205, -0.131], [-1.035, -0.216, 1.386], [-1.897, 0.525, -1.185], [-0.210, -0.714, 0.086], [2.572, 1.601, 0.326], [1.084, -0.035, 0.061], [-1.011, -0.501, -1.137], [0.125, -2.172, 0.152], [0.873, -2.477, 1.040], [-0.506, -3.039, -0.506], [4.124, 0.827, -0.724], [2.147, -1.128, -1.407], [0.545, 1.643, 1.118], [-2.570, 1.240, 2.012], [-2.896, 2.075, 0.030], [-0.772, -0.784, 2.257], [-2.065, 0.821, -2.192], [-0.870, -0.880, -2.040]], "forces_ev_per_angstrom": [[-1.9, -0.3, 1.4], [0.6, 0.1, -3.0], [-2.7, 0.7, -0.3], [2.5, -0.5, -0.2], [0.5, -1.5, 2.3], [-1.0, -0.3, -2.3], [0.3, 1.1, -0.3], [-1.4, 1.9, -0.7], [0.2, -0.1, 0.6], [0.7, 0.0, 0.6], [0.0, 0.4, 2.4], [-1.9, -3.5, 0.4], [0.7, 0.2, 0.2], [1.1, 2.5, 0.4], [1.2, -0.5, -0.9], [0.5, -0.2, 1.0], [1.0, 0.2, 0.3], [0.3, -1.1, -0.1], [-1.1, 1.4, -1.4], [0.1, 0.2, 0.5], [-0.6, 0.3, -0.6], [1.0, -1.0, -0.2]], "total_energy_ha": -678.973818, "e_above_lowest_kj_mol": 543.0, "smiles": "O=[N+]([O-])[C@]1(n2ccnc2)C=CC=CN1", "lumo_ha": -0.0178, "multiplicity": 1, "homo_lumo_gap_ev": 8.3030}